Molecular formula: C4H21N3O6
Method: DFT, wB97M-V/def2-TZVPD

Structure (ORCA input):
```
! wB97M-V def2-TZVPD RIJCOSX def2/J DEFGRID3
* xyz 0 1
H 1.639 -1.544 2.131
H -1.421 -0.769 -1.527
H -2.060 1.583 3.021
O -1.906 -1.119 -0.782
H 0.968 1.046 1.737
N -1.751 1.435 0.890
H 0.351 -3.028 -0.934
H -0.565 3.073 1.657
C 0.473 0.843 -1.639
H 0.306 -1.972 1.537
H -1.942 -0.345 -0.213
H -2.633 1.912 0.598
C -1.893 0.823 2.240
N 0.778 2.088 -2.159
C -0.609 2.357 0.798
O 0.088 -2.775 -0.037
H 2.455 -1.071 0.106
H -0.796 -2.318 -0.170
H -1.013 0.206 2.498
H -2.733 0.143 2.198
H 0.409 -1.653 -2.579
O 0.612 -2.620 -2.662
H 1.364 2.727 -1.659
H 0.687 2.190 -3.191
H 0.394 -0.353 0.040
H 1.595 2.290 0.525
N 0.765 0.553 -0.307
C 0.734 1.602 0.724
O 2.594 -1.938 0.403
H 1.462 -2.609 -3.098
O -0.016 -0.023 -2.382
H 1.748 -2.393 0.206
O 0.639 -1.322 2.157
H -0.724 2.982 -0.127
*
```

Properties
total energy = -21245.5149 eV
SMILES string = CNCCNC(N)=O.O.O.O.O.O
largest force on an atom = 2.4 eV/A
gap between HOMO and LUMO = 10.097 eV

***

Molecular formula: C4H21NO5S
Method: DFT, wB97M-V/def2-TZVPD

Structure (ORCA input):
```
! wB97M-V def2-TZVPD RIJCOSX def2/J DEFGRID3
* xyz 0 1
O 0.718 -3.448 -1.818
H -1.077 1.958 -0.106
H 2.406 -1.657 -1.970
C -0.221 1.198 -0.171
H 1.128 -3.994 -2.415
H 1.117 0.159 1.171
H 1.338 -1.029 -2.853
S -1.096 -0.414 -0.294
C 1.438 2.346 3.345
H 0.853 -3.673 -0.926
H -0.301 -2.529 -3.329
H 1.771 1.523 0.542
C 0.326 2.058 2.325
H 1.419 3.182 4.015
H -0.954 -0.868 0.959
H -0.625 1.400 2.721
H 0.674 -4.242 1.701
H -2.686 3.882 -1.174
O -1.134 -2.701 -3.693
N -0.361 3.307 2.161
H -1.832 -2.397 -3.030
O 1.618 -4.327 1.408
H 1.601 1.511 3.997
H -2.851 3.041 -0.046
O -3.347 3.537 -0.566
C 0.805 1.279 0.955
O 2.144 -0.848 -2.346
H 1.840 -3.392 1.388
H 2.332 2.568 2.765
H 0.214 3.872 1.659
H -0.569 3.687 3.023
H 0.186 1.483 -1.112
*
```

Properties
total energy = -27049.0632 eV
SMILES string = C[C@@H](N)CCS.O.O.O.O.O
largest force on an atom = 6.5 eV/A
gap between HOMO and LUMO = 9.134 eV

***

Molecular formula: C4H21NO8
Method: DFT, wB97M-V/def2-TZVPD

Structure (ORCA input):
```
! wB97M-V def2-TZVPD RIJCOSX def2/J DEFGRID3
* xyz 0 1
O 0.462 -2.069 2.157
H 1.323 1.272 3.391
H -2.980 0.154 -0.784
H -1.934 0.516 1.785
H 0.276 2.259 -2.486
H -3.195 -1.062 0.964
O -2.659 -1.512 0.307
N -0.079 0.805 -1.064
O -1.652 1.641 -2.471
O 1.142 3.257 -0.061
H 0.148 -1.098 -2.935
H -1.985 1.840 0.556
H 1.801 3.942 -0.198
H -0.441 -2.117 1.809
H 1.780 1.394 2.057
O 2.337 -0.070 0.599
H -0.405 -0.719 0.307
H -0.752 -1.993 -3.827
C -0.523 1.670 -2.020
O 0.094 -1.954 -3.373
H 1.027 -2.687 -0.515
C -0.940 0.150 -0.088
C -1.368 1.089 1.061
H 1.982 -3.786 -0.818
H 0.708 -3.003 2.124
C -2.172 -0.557 -0.659
H -1.924 -1.163 -1.517
H 2.280 -0.999 0.844
H 1.066 3.133 0.892
H -0.495 1.602 1.443
O 1.334 1.964 2.712
H 0.849 0.970 -0.698
H 3.191 0.357 0.585
O 1.704 -3.226 -0.080
*
```

Properties
total energy = -22359.0621 eV
SMILES string = C[C@@H](CO)NC=O.O.O.O.O.O.O
largest force on an atom = 1.9 eV/A
gap between HOMO and LUMO = 9.724 eV

***

Molecular formula: C4H22N2O7
Method: DFT, wB97M-V/def2-TZVPD

Structure (ORCA input):
```
! wB97M-V def2-TZVPD RIJCOSX def2/J DEFGRID3
* xyz 0 1
H 0.250 0.103 0.418
N 0.053 -1.967 0.308
C -0.426 -2.074 -1.036
O -1.729 2.044 -0.821
O -1.507 0.294 -2.941
H 0.575 0.447 -3.349
H 1.678 -1.523 2.313
O 3.426 -1.025 -0.140
H -1.487 0.908 -2.099
C -0.083 -0.792 1.124
H 0.839 3.781 -0.195
O -1.709 0.942 1.605
H 0.229 -1.533 -1.783
O 1.461 0.535 -2.937
H 0.569 -0.911 3.280
H -0.549 -3.240 -1.270
H 1.422 1.435 -2.625
O 0.718 2.787 -0.349
H -0.236 2.734 -0.564
H -2.354 -0.864 0.991
N 1.440 0.698 2.340
H 0.148 -2.904 0.775
H -1.871 -0.724 -0.888
H 3.156 -0.573 -0.975
H -1.418 -0.657 -2.691
H 1.887 0.895 3.062
H -1.642 -0.777 2.599
H -1.133 1.271 2.287
H 1.987 1.017 1.550
H 2.690 -1.599 0.154
C 1.036 -0.687 2.192
C -1.493 -0.458 1.607
O -1.764 -1.585 -1.060
H -2.543 2.505 -0.958
H -1.621 1.498 0.073
*
```

Properties
total energy = -21815.0188 eV
SMILES string = NC[C@H](CO)NCO.O.O.O.O.O
largest force on an atom = 9.8 eV/A
gap between HOMO and LUMO = 9.571 eV

***

Molecular formula: C4H22N2O7S
Method: DFT, wB97M-V/def2-TZVPD

Structure (ORCA input):
```
! wB97M-V def2-TZVPD RIJCOSX def2/J DEFGRID3
* xyz 0 1
O 3.498 -1.783 -1.219
C 1.197 1.018 0.660
H -2.248 -2.515 -3.342
C -0.579 -0.518 -0.213
O 1.191 -2.106 -2.386
H 1.777 3.905 1.521
S 1.549 2.798 -1.404
O -0.725 -1.699 -0.665
O -2.704 -2.314 -2.479
H 3.174 2.027 0.449
H -0.740 2.613 3.972
H -2.059 3.175 3.349
H -2.163 -2.123 -1.729
H -3.153 -0.899 0.598
O -1.080 3.363 3.425
H 0.413 2.185 -1.693
H 1.268 3.307 2.739
N -2.944 -0.275 -0.205
H 0.368 -1.964 -1.796
H 0.333 1.694 0.950
H -1.397 1.229 0.287
C 2.321 1.568 -0.163
H 1.120 -1.293 -2.926
H 2.967 0.843 -0.735
H -1.535 -3.783 1.659
H 3.702 -2.696 -0.780
H -1.509 -3.261 0.183
N 0.694 -0.202 0.104
H -3.454 0.603 0.089
O -2.092 -3.536 0.917
O 2.013 3.264 2.148
H 1.416 -0.907 -0.184
H 2.555 -1.828 -1.611
H 1.542 0.585 1.609
C -1.635 0.300 -0.032
H -3.080 -0.774 -1.097
*
```

Properties
total energy = -32650.6002 eV
SMILES string = [NH3+]/C=C(\[O-])NCCS.O.O.O.O.O.O
largest force on an atom = 3.2 eV/A
gap between HOMO and LUMO = 7.690 eV

***

Molecular formula: C4H22NO6
Method: DFT, wB97M-V/def2-TZVPD

Structure (ORCA input):
```
! wB97M-V def2-TZVPD RIJCOSX def2/J DEFGRID3
* xyz 0 2
H 3.904 2.806 -0.602
H 3.425 3.291 0.902
H -1.525 -1.286 -3.831
H 0.035 1.011 -0.330
H -3.429 -2.593 0.849
C -2.380 -1.746 2.540
C -2.803 -1.752 1.274
H 1.036 0.010 0.481
H -1.718 -0.956 2.856
H -1.449 3.521 0.319
H -0.271 0.686 1.359
H -2.930 -0.603 -0.598
O 2.038 -1.977 0.657
H 0.282 0.210 -2.827
H -2.408 0.438 0.571
O -1.274 2.902 -0.398
O 0.440 0.729 -1.992
O -0.692 -1.212 -3.353
H 2.464 -2.831 0.732
C -2.299 -0.650 0.355
H -2.015 2.891 -1.016
H 3.398 0.188 1.571
H 2.992 1.526 0.757
O 3.171 2.980 -0.001
H 2.662 -1.269 0.468
H -0.623 -2.053 -2.884
N 0.020 0.336 0.459
C -0.798 -0.879 0.162
H -0.646 -1.102 -0.902
H -0.365 -1.683 0.753
H -2.611 -2.472 3.296
H 1.310 1.016 -2.341
O 3.058 0.525 0.713
*
```

Properties
total energy = -18275.4707 eV
largest force on an atom = 3.4 eV/A
gap between HOMO and LUMO (alpha / beta) = 2.348 / 10.012 eV

***

Molecular formula: C4H22NO6
Method: DFT, wB97M-V/def2-TZVPD

Structure (ORCA input):
```
! wB97M-V def2-TZVPD RIJCOSX def2/J DEFGRID3
* xyz 1 1
H -1.236 2.974 2.296
H 0.689 2.696 0.923
H -0.236 2.242 3.328
H -4.264 0.549 -0.025
H 2.166 -0.487 1.793
C 1.805 -0.812 -0.546
O -0.590 -0.085 -3.260
H -2.469 0.658 -1.434
H 3.885 -0.747 -0.783
H 3.012 0.577 -1.676
O 0.638 2.400 -0.007
H -1.189 0.753 -3.361
N 0.470 -0.279 -0.451
H 2.897 -2.625 -0.147
H -2.226 -3.013 0.619
H 0.390 0.705 -0.162
H -0.138 -0.855 0.167
O -1.969 -2.389 1.294
H 0.096 -0.309 -1.346
O -3.384 0.702 0.547
C 1.966 -2.091 0.320
H -1.566 1.822 -1.640
H -3.553 1.598 0.704
C 1.943 -1.672 1.746
O -2.064 1.226 -2.069
O -0.385 2.616 2.420
C 2.905 -0.184 -0.931
H 2.760 -2.064 2.287
H 1.094 -2.034 2.366
H -0.708 -0.545 -3.992
H -2.675 -1.819 1.541
H 0.767 3.269 -0.529
H 1.168 -2.773 0.008
*
```

Properties
total energy = -18271.8424 eV
largest force on an atom = 6.4 eV/A
gap between HOMO and LUMO = 10.476 eV

***

Molecular formula: C4H22NO9
Method: DFT, wB97M-V/def2-TZVPD

Structure (ORCA input):
```
! wB97M-V def2-TZVPD RIJCOSX def2/J DEFGRID3
* xyz -1 1
H -2.228 -0.961 2.704
O -2.624 -0.281 3.260
O -1.202 0.023 0.830
H -2.100 0.495 3.047
O 0.676 -4.046 -0.313
C 0.018 0.232 0.770
N 0.719 1.669 -0.990
H 2.870 -2.372 0.431
H -2.179 -2.887 -0.412
H 1.343 1.995 1.029
H -1.075 -3.830 -0.143
O -2.054 -3.759 -0.132
H -2.050 0.811 -3.482
C 0.436 1.738 0.471
C 1.639 2.694 -1.460
H -1.678 2.359 0.461
O 0.968 -0.577 0.932
H 1.151 0.761 -1.079
H -3.034 -1.282 -1.871
H 3.051 -0.540 1.632
H -0.697 2.903 1.841
H 2.008 2.294 -2.414
O 3.241 -1.018 2.431
H -1.793 1.730 -2.371
O -2.946 -0.367 -1.597
C -0.701 2.673 0.784
H 2.566 2.772 -0.880
H 1.305 -3.692 -0.929
O -1.871 1.744 -3.332
H 0.913 -3.657 0.527
H -0.514 3.636 0.296
H 2.031 -1.333 -0.199
O 2.525 -2.155 -0.446
H -2.411 -0.325 -0.790
H 2.553 -1.083 3.081
H 1.146 3.635 -1.685
*
```

Properties
total energy = -24425.4359 eV
largest force on an atom = 2.6 eV/A
gap between HOMO and LUMO = 9.275 eV

***

Molecular formula: C4H22O8
Method: DFT, wB97M-V/def2-TZVPD

Structure (ORCA input):
```
! wB97M-V def2-TZVPD RIJCOSX def2/J DEFGRID3
* xyz 0 1
O 2.312 -2.311 -0.894
H 1.662 -2.884 -0.469
O -1.529 0.121 1.093
C -0.189 2.191 0.904
H 1.851 -0.125 -3.421
H -3.185 2.049 2.690
O 3.288 -0.018 0.623
C 0.602 1.478 -0.175
H 0.421 2.280 1.809
C -1.540 1.560 1.195
O 1.200 -0.698 -3.838
O 1.143 -0.939 2.633
H 2.300 -2.639 -1.804
O -0.173 1.186 -1.367
H -3.353 -0.117 -2.084
H 2.735 -0.436 -0.052
O -0.874 -2.741 -0.627
C -2.110 1.998 2.536
H -2.265 1.843 0.423
H -1.757 1.280 3.285
H -0.390 3.201 0.543
H 0.622 -0.948 -3.108
H 1.425 2.092 -0.533
H 1.890 -0.731 2.066
H 0.925 0.468 0.090
H -0.688 -0.164 1.445
H 0.663 -0.125 2.797
H -0.641 -3.397 -1.286
H 4.070 -0.573 0.665
O -2.751 -0.402 -1.389
H -0.942 0.684 -1.089
H -1.668 2.960 2.818
H -1.786 -2.491 -0.737
H -3.184 -0.256 -0.543
*
```

Properties
total energy = -20884.8155 eV
SMILES string = C[C@H](O)CCO.O.O.O.O.O.O
largest force on an atom = 2.0 eV/A
gap between HOMO and LUMO = 10.234 eV

***

Molecular formula: C4H23N2O8S
Method: DFT, wB97M-V/def2-TZVPD

Structure (ORCA input):
```
! wB97M-V def2-TZVPD RIJCOSX def2/J DEFGRID3
* xyz -1 1
H -2.595 1.575 -1.663
C 0.429 -0.407 0.556
H -3.721 0.712 -3.194
C 0.467 -0.555 2.066
O -2.139 -3.283 -1.264
H -3.342 -0.537 1.067
O -2.401 2.180 -0.926
N 4.800 -1.089 -0.334
H -2.276 -4.210 -1.470
H 0.474 0.453 2.495
H -0.398 0.094 0.068
O -3.658 1.691 -3.221
O 3.424 1.123 -0.974
H -3.118 2.069 -3.910
H 2.822 -1.864 -0.423
O -3.449 -0.198 0.164
H 5.050 2.168 0.139
H -3.013 0.632 -0.106
O -1.425 2.420 1.950
H 1.423 -1.022 2.310
H -1.712 1.545 2.259
H -3.534 -1.098 -1.779
H -3.063 2.869 -0.796
H 3.414 -1.172 1.106
N 1.521 0.575 0.072
C 2.735 0.269 -0.413
O 5.042 1.823 1.037
S -1.038 -1.490 2.542
C 3.404 -1.060 0.025
H 1.115 1.419 -0.284
H 4.111 1.978 1.264
H 4.920 -1.207 -1.315
H 5.317 -0.312 0.055
H -2.563 -1.758 -2.732
H -2.456 -3.126 -0.356
H -0.960 2.049 1.181
H 0.740 -1.375 0.200
O -3.168 -0.986 -2.677
*
```

Properties
total energy = -34718.5778 eV
largest force on an atom = 3.1 eV/A
gap between HOMO and LUMO = 6.231 eV

***

Molecular formula: C4H23NO10
Method: DFT, wB97M-V/def2-TZVPD

Structure (ORCA input):
```
! wB97M-V def2-TZVPD RIJCOSX def2/J DEFGRID3
* xyz 0 1
H -0.067 3.756 -1.520
H -0.326 2.328 -1.522
H 4.203 -0.950 -0.377
C 1.904 -1.742 -1.973
O 2.313 -1.899 -3.092
O -0.924 -1.190 2.859
H -3.114 2.940 0.674
O -3.587 -0.935 -2.739
H -3.036 -2.530 -0.226
H -0.719 -0.435 3.457
H -2.460 -1.511 0.754
H -1.134 1.822 3.370
H -2.488 1.353 -2.799
H -1.054 -0.658 2.064
O -1.709 1.096 -2.298
H 3.516 -1.747 1.121
C 3.302 -1.277 0.151
H -1.609 2.531 0.776
O -0.612 0.110 -0.264
H 3.103 1.122 3.131
H 0.398 -0.540 -2.519
H 1.871 -2.860 -0.125
H 2.727 -0.409 0.382
O -0.249 1.389 3.421
H -0.037 1.299 2.475
C 2.642 -2.375 -0.746
H -3.093 -1.600 -2.230
H 3.517 -2.886 -1.127
N 0.795 -0.937 -1.677
O 2.837 1.512 2.273
H -4.198 -0.385 -2.255
H 3.418 2.234 2.023
H -2.145 0.530 -1.645
H 1.114 -0.826 0.343
C 0.404 -0.520 -0.399
O -0.272 3.076 -0.886
O -2.413 2.711 1.288
O -2.816 -1.593 -0.144
*
```

Properties
total energy = -26486.3242 eV
SMILES string = CCC(=O)NC=O.O.O.O.O.O.O.O.O
largest force on an atom = 2.5 eV/A
gap between HOMO and LUMO = 10.564 eV

***

Molecular formula: C4H23O8S
Method: DFT, wB97M-V/def2-TZVPD

Structure (ORCA input):
```
! wB97M-V def2-TZVPD RIJCOSX def2/J DEFGRID3
* xyz -1 1
H -0.494 -3.674 -0.755
H 0.930 2.229 -1.902
C 0.019 1.919 0.276
H 0.430 3.324 2.974
O 0.212 -4.317 -1.167
C 0.371 0.795 1.250
H 3.413 0.242 -0.056
H -1.674 -2.412 0.752
H 1.434 0.582 1.168
H -0.431 -2.573 1.863
H 0.856 -4.668 -0.579
H 1.228 -1.938 -1.093
H 2.277 -2.785 -0.357
H -1.916 -1.344 -1.130
H 3.201 0.603 -1.515
H -0.235 -0.068 0.927
O -0.844 1.612 -2.018
H -1.087 0.988 2.965
H -1.383 3.153 -1.677
H -1.359 0.747 -1.928
H -2.669 -0.302 -0.533
O -1.295 -2.181 1.737
S 0.924 2.217 3.563
H 0.802 0.574 -1.264
C -0.049 0.933 2.689
O 2.093 -1.871 -0.624
H -0.405 4.226 -1.318
O -1.791 -3.022 -0.478
O -1.385 4.124 -1.431
H -2.412 -3.708 -0.746
H 0.424 2.929 0.470
H -1.077 1.993 0.254
H 0.168 0.010 3.168
O 3.806 0.667 -0.798
C 0.347 1.533 -1.249
O -2.430 -0.538 -1.437
*
```

Properties
total energy = -31737.7200 eV
largest force on an atom = 2.3 eV/A
gap between HOMO and LUMO = 8.966 eV

***

Molecular formula: C4H24B4MnO2S
Method: DFT, wB97M-V/def2-TZVPD

Structure (ORCA input):
```
! wB97M-V def2-TZVPD RIJCOSX def2/J DEFGRID3
* xyz -2 6
H -1.132 -0.570 1.470
H -2.353 -0.536 -2.243
B -0.807 -0.195 2.538
C -1.995 -2.623 -2.057
H -0.926 -3.674 -0.439
B 3.012 0.510 1.093
H -1.713 -2.256 0.123
Mn 0.611 0.965 1.244
H 0.378 -1.327 -3.466
H -2.008 -1.283 -3.761
O 0.657 -0.824 -0.102
H 0.033 0.074 -2.374
H -0.082 2.894 2.613
H -1.127 1.237 0.017
H 3.334 -0.310 0.299
H -1.724 -3.461 -2.701
H 1.799 2.188 2.688
C -1.688 -1.259 -2.715
H -0.975 1.869 -1.700
H 0.597 1.904 -0.543
B -0.546 2.023 -0.595
C -0.211 -0.962 -2.630
B 1.054 3.034 2.334
H 0.302 -0.411 2.758
S 0.360 -1.792 -1.105
H 1.502 4.083 2.661
H 3.994 1.031 1.497
O 1.318 -2.800 -1.508
H -1.513 -0.802 3.270
C -1.209 -2.668 -0.752
H -0.904 0.933 2.729
H -3.068 -2.645 -1.864
H 1.206 3.045 1.177
H -0.831 3.140 -0.346
H 2.445 1.380 0.581
H 2.213 0.086 1.809
*
```

Properties
total energy = -53488.5379 eV
largest force on an atom = 2.1 eV/A
gap between HOMO and LUMO (alpha / beta) = 5.913 / 6.446 eV

***

Molecular formula: C4H24N2O8
Method: DFT, wB97M-V/def2-TZVPD

Structure (ORCA input):
```
! wB97M-V def2-TZVPD RIJCOSX def2/J DEFGRID3
* xyz 0 1
O 1.861 -2.095 -3.377
O -0.835 2.765 -0.653
O -0.080 -1.589 -1.202
H 1.512 -1.527 -4.069
H -0.562 -4.020 0.469
N -0.117 -0.126 2.499
H 0.498 0.159 1.744
O -1.098 -4.273 -0.290
H 0.378 4.699 0.720
O 2.660 0.451 -2.799
H -1.163 -3.446 -0.790
O -1.633 0.415 -2.361
H -1.327 -0.427 -1.983
C -0.172 0.972 3.458
O -2.800 -1.174 0.515
H 3.521 0.851 -2.635
H -2.421 -0.730 -0.256
C -0.440 2.847 0.497
H -1.948 1.738 1.239
H 1.307 3.407 1.754
C 0.784 3.697 0.858
H 1.477 3.524 0.031
O 1.283 -4.176 -1.691
H -1.735 2.581 3.449
H -1.022 -0.273 2.075
H -0.167 3.137 3.162
H 0.826 1.227 3.814
H 0.324 -2.141 -1.889
H -1.250 1.032 -1.712
H 1.642 -3.867 -2.523
H -2.232 -1.932 0.695
H 2.458 -1.458 -2.938
H 2.066 1.029 -2.303
H 0.594 -4.828 -1.840
H -0.724 0.575 4.311
C -0.816 2.296 2.933
N -1.133 2.267 1.515
H 0.487 -1.587 -0.429
*
```

Properties
total energy = -23898.2948 eV
SMILES string = CC(=O)NCCN.O.O.O.O.O.O.O
largest force on an atom = 2.0 eV/A
gap between HOMO and LUMO = 9.913 eV